ORCA calculation (ωB97M-V/def2-TZVPD) on a 4-piece molecular cluster, C3H14NO3 overall at a distorted geometry.

Geometry (Å):
O -0.063247 3.471481 0.648602
H -0.288738 -1.625828 -1.449741
H -1.171861 0.857895 1.682108
H -0.083178 3.957431 1.432557
H -2.097163 1.501768 -0.374913
H -1.469758 0.969486 -2.014637
C -0.486409 0.071623 1.286150
H 0.517353 0.245593 1.703807
C -1.321819 0.843113 -0.958874
O 2.286556 -0.100873 0.818591
H -0.650327 -0.941115 1.562356
O -0.530301 -3.493889 -0.496103
H -0.113762 -4.368456 -0.519482
C -0.474166 0.174398 -0.239134
H 1.905963 0.575035 0.339775
H 0.745787 -0.312968 -1.972356
H 3.054423 0.112163 1.243146
N 0.250701 -0.791085 -1.140369
H -1.391049 -3.738242 -0.803003
H 0.358472 3.944810 -0.064615
H 1.022533 -1.352334 -0.683858

Forces on atoms 1 to 3 (eV/Å):
-0.28 -2.19 -1.78
-0.35 0.82 0.01
0.31 -1.06 -0.36

- Largest force on an atom: 5.17 eV/A
- Charge: +1
- ΔE to the lowest compared entry with this formula, charge and spin: 49.8 kcal/mol
- HOMO: -14.13 eV



ORCA calculation (ωB97M-V/def2-TZVPD) on a 3-piece molecular cluster, C3H14NO3 overall at a distorted geometry.

Geometry (Å):
N 0.860295 0.199816 0.282086
H 1.584754 -0.369883 -0.152519
H -0.590165 -0.057716 -1.153208
H 1.135230 -2.941318 -1.637499
H -2.464493 1.929379 -0.264325
C -1.534374 -0.388631 0.838693
H 1.009684 0.343682 1.282775
H 0.901509 1.195271 -0.037003
O -1.583959 1.936543 -0.679674
O 2.611704 2.385516 0.265619
O 1.069500 -2.258968 -0.930879
C -0.193029 -2.005996 -0.467293
H -1.249039 0.343698 1.645320
H -0.931003 -2.318589 -1.230395
H -0.349223 -2.662142 0.408758
H -1.661226 1.562258 -1.560497
H -2.575658 -0.139480 0.538713
H -1.640965 -1.282072 1.470898
H 2.972284 1.800701 0.947959
H 3.049759 3.203409 0.558010
C -0.421586 -0.475479 -0.125542

Forces on atoms 1 to 3 (eV/Å):
-0.73 0.30 -0.17
0.84 0.65 0.26
-0.21 -0.40 0.81

- Spin multiplicity: 2
- Largest force on an atom: 3.46 eV/A
- <S²>: 0.755
- Charge: +2
- ΔE to the lowest compared entry with this formula, charge and spin: 46.7 kcal/mol
- HOMO (spin up / spin down): -18.88 / -18.87 eV



ORCA calculation (ωB97M-V/def2-TZVPD) on a 3-piece molecular cluster, C3H14NO3 overall at a distorted geometry.

Geometry (Å):
H 0.735211 0.057288 -3.488553
H -1.224861 -0.602841 0.507305
H -0.160125 1.173981 -1.368115
O -0.679944 1.578634 -0.628558
H 1.817573 -0.429155 2.668126
H 0.101416 -1.520980 1.257118
H -1.843911 -1.759420 -1.426696
H -2.295051 -3.022437 -0.690718
C 1.567361 0.496977 2.126766
H -0.380167 2.024084 1.235406
O -1.666015 -2.312009 -0.650190
C 0.868187 0.346015 0.902377
C 0.286431 1.669806 0.394375
H 1.059144 2.400318 0.032995
H 1.576680 -0.324386 0.156419
H -0.509321 -0.740989 -2.877790
O 0.424798 -0.438284 -2.688442
H 0.968976 1.036473 2.889688
N -0.350077 -0.639542 1.161746
H 2.445640 1.044104 2.037133
H -0.803246 -0.562759 2.131872

Forces on atoms 1 to 3 (eV/Å):
-0.45 -0.77 0.65
2.15 -1.04 0.81
-0.20 -0.44 -1.48

- Spin multiplicity: 2
- Largest force on an atom: 5.65 eV/A
- <S²>: 0.755
- Charge: +2
- ΔE to the lowest compared entry with this formula, charge and spin: 51.0 kcal/mol
- HOMO (spin up / spin down): -19.53 / -19.53 eV



ORCA calculation (ωB97M-V/def2-TZVPD) on a 3-piece molecular cluster, C3H14NO3S overall at a distorted geometry.

Geometry (Å):
O 2.576181 -1.428929 0.002432
H -4.250698 -2.274433 -1.365868
H -4.121215 -3.746296 -1.154491
S 0.669249 2.496172 -1.960944
H 0.756569 -0.513069 -0.783421
H 1.032407 -0.438736 1.576902
H 1.200937 2.722484 0.398458
H -1.022948 1.524069 0.285961
H 2.902392 -2.138597 -0.583043
C -0.050612 1.026566 0.388466
H 0.924480 3.796749 -1.745606
H -0.805182 -0.069209 -1.342985
H 1.969091 1.372315 -0.401135
C 1.007158 1.836683 -0.247382
H -1.558692 0.063200 2.485733
O -3.584760 -2.956013 -1.323133
H 3.390900 -0.894269 0.030863
H -0.731833 -0.948406 -0.015119
O -0.913988 -0.480082 2.008730
H 0.569386 0.971965 2.545704
C 0.242651 0.305870 1.734601
N -0.201471 -0.228036 -0.534722

Forces on atoms 1 to 3 (eV/Å):
0.91 0.04 -0.83
-0.27 0.46 -0.10
0.40 0.09 -0.06

- Largest force on an atom: 2.92 eV/A
- Charge: +1
- ΔE to the lowest compared entry with this formula, charge and spin: 17.9 kcal/mol
- HOMO: -13.08 eV



ORCA calculation (ωB97M-V/def2-TZVPD) on a 3-piece molecular cluster, C3H14NO3S overall at a distorted geometry.

Geometry (Å):
C 1.664643 -0.809954 0.689546
H 0.339004 -2.408632 -1.465433
H -2.035778 1.112637 -3.284094
H -0.673780 0.853783 -1.025368
H 1.128464 1.401357 1.918908
O -2.196727 -0.094304 1.648611
O -1.430194 -1.264898 -1.268970
S 2.292435 0.785846 1.583748
C -0.218341 -1.852769 -0.733543
N -0.182839 0.677884 -0.125896
H -3.034234 0.365782 1.807225
O -1.571961 1.793597 -2.782390
H 1.226691 -0.276662 -1.365022
H -0.811117 0.385973 0.644781
H 0.534069 1.397725 0.039960
H -2.135436 2.570803 -2.866995
H -2.172391 -1.774785 -0.928208
H 2.596248 -1.254357 0.368517
H -0.517227 -2.406911 0.130812
H -2.324177 -0.791147 2.327757
C 0.639455 -0.546751 -0.496126
H 1.194340 -1.372237 1.490049

Forces on atoms 1 to 3 (eV/Å):
-0.79 2.06 0.51
-0.07 -0.69 -0.25
0.10 -0.03 0.01

- Largest force on an atom: 3.63 eV/A
- Charge: +1
- ΔE to the lowest compared entry with this formula, charge and spin: 18.0 kcal/mol
- HOMO: -13.10 eV



ORCA calculation (ωB97M-V/def2-TZVPD) on a 4-piece molecular cluster, C3H14NO4 overall at a distorted geometry.

Geometry (Å):
H 1.391381 -2.692138 0.363954
H -2.639852 1.626122 0.802696
H -0.634730 0.410996 1.517549
C -0.137857 0.930226 0.683203
H 2.815391 -0.222005 2.620318
H 0.529317 1.717294 1.082765
H -1.173135 0.855856 -3.141179
O -1.039705 1.399235 -0.203984
H 0.509837 -3.275569 -1.020552
H 2.099594 0.240063 1.334653
O -0.516787 1.389522 -2.686900
H 1.914537 -2.242360 -1.258738
O 2.878344 0.434792 1.921506
C 0.147090 -1.174791 -0.489918
C 1.042512 -2.402008 -0.624833
H -0.787068 1.401354 -1.688157
H -4.121123 1.904229 1.100696
O -3.308973 1.603339 1.523270
H -0.655107 -1.393047 0.220462
H 1.194758 0.527697 -0.698531
H -0.372436 -1.000005 -1.440508
N 0.864012 -0.038802 0.082228

Forces on atoms 1 to 3 (eV/Å):
0.25 0.00 0.12
0.56 -0.15 -0.10
0.22 -0.18 0.25

- Largest force on an atom: 1.21 eV/A
- Charge: -1
- ΔE to the lowest compared entry with this formula, charge and spin: 10.9 kcal/mol
- HOMO: -4.26 eV



ORCA calculation (ωB97M-V/def2-TZVPD) on a 4-piece molecular cluster, C3H14NO4 overall at a distorted geometry.

Geometry (Å):
C 0.782086 -1.175085 0.048773
H -0.920628 2.955025 -0.430164
O -0.425787 1.255432 -1.496127
H 2.098050 -2.250988 2.204192
C 1.013933 -2.159611 2.314127
H 0.538413 -2.913580 2.985911
O 0.244662 0.014184 0.549779
H 0.355100 2.294481 -2.310032
H 0.712024 -1.265939 2.909469
H -1.447999 -1.619024 1.543189
H -1.051248 2.067809 0.732005
H 1.775140 -0.856775 -0.372703
O 0.826908 2.861583 -3.024663
H -0.060689 0.645406 -0.284314
C 0.375871 -2.342758 0.946914
H 0.350105 -1.381917 -0.976445
N -1.098031 -2.471817 1.093631
H 0.071536 2.809294 -3.625951
H -1.627075 -2.296028 0.246935
O -1.416985 2.894157 0.395392
H 0.657815 -3.339508 0.430892
H -0.644326 0.345772 -1.723749

Forces on atoms 1 to 3 (eV/Å):
-0.89 1.61 -2.72
-0.28 -0.16 -0.20
-0.14 -0.60 0.58

- Largest force on an atom: 3.28 eV/A
- Charge: -1
- ΔE to the lowest compared entry with this formula, charge and spin: 33.6 kcal/mol
- HOMO: -5.12 eV



ORCA calculation (ωB97M-V/def2-TZVPD) on a 4-piece molecular cluster, C3H14NO4 overall at a distorted geometry.

Geometry (Å):
H -1.798188 -1.263394 -0.221157
C -1.288925 -0.994640 0.716461
H -1.790269 -0.111154 0.933064
H 0.037856 2.312317 3.051102
H 1.931023 2.852128 4.324286
H 0.851889 2.742407 5.457309
H 0.698511 -1.532907 0.575046
H 0.285775 0.754204 -1.306453
H -1.249735 -1.736058 1.559682
H 2.108010 -1.661204 -0.953436
H 0.345766 0.233346 0.948987
H -1.218876 -1.226902 -7.286513
H -0.678937 1.104712 3.393944
C 0.438009 -0.376817 -1.091636
O -0.286113 1.460673 2.647448
C 1.923153 -0.708258 -1.386659
H -2.258461 -2.039326 -6.414385
H -0.258629 -0.784526 -1.759232
N 0.159157 -0.647422 0.374471
O -1.801231 -1.218547 -6.504820
O 2.728508 0.163938 -1.649253
O 1.121706 2.677430 4.591745

Forces on atoms 1 to 3 (eV/Å):
0.42 -0.94 0.47
0.95 -1.26 -0.61
-0.70 1.61 1.18

- Spin multiplicity: 2
- Largest force on an atom: 6.56 eV/A
- <S²>: 0.754
- Charge: 0
- ΔE to the lowest compared entry with this formula, charge and spin: 61.6 kcal/mol
- HOMO (spin up / spin down): -3.55 / -7.16 eV



ORCA calculation (ωB97M-V/def2-TZVPD) on a 4-piece molecular cluster, C3H14NO4 overall at a distorted geometry.

Geometry (Å):
N 0.003676 -0.647898 0.326885
H 1.659328 0.512526 -0.325728
H 3.424508 -0.366806 1.480339
H -2.945996 -1.590367 -0.414008
H 2.428628 -0.566894 2.582042
H -0.943151 2.028830 2.567983
H -2.201405 1.804596 1.795970
H 0.705997 -1.301628 0.686265
H -0.632860 -1.299532 -0.189175
H 0.242460 2.050170 -1.797590
H -0.447619 -0.110442 1.075077
O 0.645115 -1.775313 -1.973175
O -1.277303 1.523005 1.813382
H 1.086042 0.003685 -2.823608
H -1.197008 1.324391 -1.066450
C 0.671723 0.240574 -0.671131
C -0.131444 1.493491 -0.942749
O 2.531204 -0.093258 1.738157
H 0.064410 2.164828 -0.115008
H -2.386219 -2.688028 -1.279985
O -2.140310 -2.110694 -0.541685
C 0.840223 -0.595236 -1.925808

Forces on atoms 1 to 3 (eV/Å):
0.90 -0.65 -0.52
0.19 0.01 0.29
-0.11 0.25 -0.11

- Largest force on an atom: 1.23 eV/A
- Charge: +1
- ΔE to the lowest compared entry with this formula, charge and spin: 7.9 kcal/mol
- HOMO: -14.00 eV



ORCA calculation (ωB97M-V/def2-TZVPD) on a 2-piece molecular cluster, C3H14NP4 overall at a distorted geometry.

Geometry (Å):
H -1.840613 0.971643 -2.338451
H 0.172494 2.674012 -0.179993
H 0.691724 -3.124580 1.785349
H -0.176846 1.805369 -2.237592
H 2.241837 1.355984 0.273859
H -1.225786 -2.628203 1.076760
C 0.771129 -0.833881 0.419746
P 0.046265 -1.953176 1.556516
P 1.308576 -1.655549 -1.066421
H 2.293488 -2.289167 -0.452390
N -0.480516 2.043725 0.378602
H -3.274097 1.087288 0.707870
P -2.364788 0.074378 0.368195
H -0.221960 0.106964 -1.985611
H 3.334661 -0.270056 0.911462
H -0.653294 2.423603 1.312601
H -3.000647 -0.172530 -0.851741
H -0.030097 -1.482569 2.818049
C -1.128539 1.136597 -0.319277
P 2.037137 0.349107 1.290045
H 2.332347 -0.612239 -1.647726
C -0.832474 0.993279 -1.819853

Forces on atoms 1 to 3 (eV/Å):
1.47 -0.13 0.34
-1.04 -1.25 1.10
0.83 -1.04 0.26

- Largest force on an atom: 3.06 eV/A
- Charge: +1
- ΔE to the lowest compared entry with this formula, charge and spin: 12.4 kcal/mol
- HOMO: -11.35 eV



ORCA calculation (ωB97M-V/def2-TZVPD) on a 4-piece molecular cluster, C3H14O3S overall at a distorted geometry.

Geometry (Å):
H -0.334490 2.461229 0.618555
O -1.903930 -1.838266 -1.827727
C 0.303180 0.521628 0.503389
H -1.900244 -1.044809 -2.549624
H -1.645295 1.305997 0.925489
S 1.347649 0.412993 -1.065521
H -1.307440 1.570200 -0.636369
H 3.327695 -1.010411 -0.349114
C -0.795461 1.493657 0.314165
H -0.030308 -0.358672 1.080318
H -1.957531 0.508620 -4.636847
H -1.619961 1.091377 -3.236524
H -0.445385 -0.341515 7.256955
H 0.963365 1.119728 1.154874
H 1.988447 -1.997367 -1.134355
H 1.111458 -0.226510 7.308559
H -2.655006 -1.575039 -1.385225
O -2.085855 0.350476 -3.686719
O 0.340835 -0.027954 6.756288
H 1.791063 -1.340113 0.635088
C 2.216087 -1.122727 -0.473919

Forces on atoms 1 to 3 (eV/Å):
-1.09 -0.17 -0.64
2.35 2.16 -3.94
1.28 0.91 0.11

- Structure (SMILES): CCSC.O.O.O
- Largest force on an atom: 5.07 eV/A
- Charge: 0
- ΔE to the lowest compared entry with this formula, charge and spin: 44.9 kcal/mol
- HOMO: -8.38 eV



ORCA calculation (ωB97M-V/def2-TZVPD) on a 4-piece molecular cluster, C3H14O3S2 overall at a distorted geometry.

Geometry (Å):
H 0.822704 0.100704 -1.239358
H -2.436524 0.119131 2.327800
C -2.280999 0.246132 0.118420
H 1.487070 -0.196955 -2.884997
S -0.480339 1.161052 -2.779060
H -1.853745 -0.815785 0.033799
H -1.283364 1.426349 1.379343
H 1.126614 0.725084 1.645958
C 1.200209 0.637575 -2.136651
H 2.060914 1.287238 -2.158853
H 3.508844 0.681516 -0.191061
C -2.258309 0.969232 1.450099
H -2.949803 1.843816 1.489057
O 2.805623 0.058603 -0.322201
H 3.143158 -0.622960 -0.915978
S -1.648913 1.516375 -1.115257
H -3.410792 0.071842 -0.100613
H 0.271300 -2.233464 1.473364
H 0.709978 -0.527603 0.783483
O 0.546785 0.034735 1.511815
O 0.618621 -2.834980 0.791948
H 0.300965 -3.647640 0.838941

Forces on atoms 1 to 3 (eV/Å):
1.21 0.88 -0.50
0.61 2.69 -2.05
-2.67 -1.99 -1.68

- Structure (SMILES): CCSSC.O.O.O
- Largest force on an atom: 6.85 eV/A
- Charge: 0
- ΔE to the lowest compared entry with this formula, charge and spin: 66.5 kcal/mol
- HOMO: -8.19 eV